[1]
{
  "formula": "C6H7BF3NO2",
  "method": "ωB97M-V/def2-TZVPD",
  "elements": ["C", "C", "C", "C", "N", "C", "B", "O", "O", "C", "F", "F", "F", "H", "H", "H", "H", "H", "H", "H"],
  "xyz": [[-1.466, -0.587, -1.284], [-2.314, 0.367, -0.835], [-2.278, 0.784, 0.582], [-1.264, 0.541, 1.464], [-0.175, -0.208, 1.183], [0.875, 0.029, 0.548], [1.807, -1.233, 0.258], [3.024, -1.212, -0.248], [1.288, -2.411, 0.469], [1.270, 1.342, 0.044], [0.787, 1.477, -1.217], [0.806, 2.322, 0.714], [2.613, 1.465, -0.007], [-1.586, -0.913, -2.316], [-0.907, -1.156, -0.635], [-2.956, 0.848, -1.565], [-3.010, 1.296, 1.009], [-1.507, 0.892, 2.435], [3.252, -0.430, -0.714], [1.740, -3.212, 0.117]],
  "lumo_energy_ev": 0.0,
  "fmax_ev_per_a": 4.5,
  "charge": 0,
  "e_tot_ev": -20749.8694,
  "e_above_lowest_kcal_mol": 23.0
}

[2]
{
  "formula": "C6H7Br2N2",
  "method": "ωB97M-V/def2-TZVPD",
  "elements": ["C", "C", "C", "C", "C", "C", "N", "N", "Br", "Br", "H", "H", "H", "H", "H", "H", "H"],
  "xyz": [[-0.851, -2.953, -0.663], [-1.339, -1.031, 0.835], [0.047, -2.328, -1.373], [-1.463, -2.341, 0.474], [0.382, -0.547, -0.703], [-0.137, 1.213, 0.777], [-0.385, -0.136, 0.263], [1.377, -0.042, -1.393], [1.280, -2.959, -2.660], [-2.605, -3.309, 1.698], [-1.037, -4.089, -0.640], [-1.772, -0.685, 1.797], [-0.818, 1.415, 1.693], [0.936, 1.198, 0.772], [-0.459, 1.818, -0.076], [1.728, -0.632, -2.193], [1.790, 0.818, -1.270]],
  "lumo_energy_ev": -3.9,
  "fmax_ev_per_a": 6.5,
  "charge": 1,
  "e_tot_ev": -149391.3383,
  "e_above_lowest_kcal_mol": 0.0
}

[3]
{
  "formula": "C6H7BrFNO",
  "method": "ωB97M-V/def2-TZVPD",
  "elements": ["C", "C", "C", "C", "C", "C", "N", "O", "F", "Br", "H", "H", "H", "H", "H", "H", "H"],
  "xyz": [[1.214, -0.973, -0.220], [0.255, 0.843, 1.079], [0.184, -0.711, 0.940], [-0.120, 0.741, -1.442], [-0.366, 1.477, -0.195], [-1.108, -1.199, 0.616], [0.920, -0.249, -1.344], [2.203, -1.641, -0.101], [-1.765, 1.685, -0.047], [-1.272, -2.935, -0.002], [-0.179, 1.110, 1.928], [1.255, 1.039, 1.171], [0.804, -1.085, 1.715], [-0.913, 0.590, -2.040], [-0.144, 2.621, -0.354], [-2.106, -0.721, 0.557], [1.140, -0.593, -2.263]],
  "lumo_energy_ev": [-0.4, -0.4],
  "fmax_ev_per_a": 5.1,
  "charge": 0,
  "e_tot_ev": -82629.2002,
  "e_above_lowest_kcal_mol": 12.0
}

[4]
{
  "formula": "C6H7BrN2",
  "method": "ωB97M-V/def2-TZVPD",
  "elements": ["C", "C", "Br", "C", "N", "C", "C", "C", "N", "H", "H", "H", "H", "H", "H", "H"],
  "xyz": [[-1.587, 1.658, -0.220], [-2.038, 0.446, -0.027], [-3.895, 0.011, 0.352], [-1.129, -0.889, -0.089], [0.233, -0.576, 0.012], [1.329, -0.973, -0.699], [2.416, -0.462, -0.136], [1.968, 0.404, 0.903], [0.629, 0.304, 1.064], [-2.019, 2.590, -0.235], [-0.464, 1.761, -0.482], [-1.455, -1.546, -0.882], [-1.398, -1.427, 0.862], [1.416, -1.674, -1.552], [3.456, -0.591, -0.428], [2.537, 0.965, 1.557]],
  "lumo_energy_ev": 0.9,
  "fmax_ev_per_a": 4.0,
  "charge": 0,
  "e_tot_ev": -79355.9964,
  "e_above_lowest_kcal_mol": 15.9
}

[5]
{
  "formula": "C6H7BrNO",
  "method": "ωB97M-V/def2-TZVPD",
  "elements": ["C", "C", "C", "C", "C", "C", "N", "O", "Br", "H", "H", "H", "H", "H", "H", "H"],
  "xyz": [[-0.356, -1.189, 0.669], [0.389, -0.719, -0.351], [-1.119, -0.289, 1.411], [0.449, 0.584, -0.822], [-1.211, 1.006, 0.986], [1.427, 0.873, -1.924], [-0.267, 1.572, -0.264], [-0.274, 2.815, -0.471], [-1.199, -4.996, 3.071], [-0.421, -2.272, 0.968], [1.040, -1.414, -0.724], [-1.503, -0.436, 2.361], [-1.581, 1.826, 1.503], [2.338, 0.328, -1.630], [1.389, 1.925, -2.113], [0.898, 0.386, -2.669]],
  "lumo_energy_ev": [3.0, 0.4],
  "fmax_ev_per_a": 5.9,
  "charge": -1,
  "s2": 2.027,
  "e_tot_ev": -79912.0420,
  "multiplicity": 3,
  "e_above_lowest_kcal_mol": 0.0
}

[6]
{
  "formula": "C6H7Cl",
  "method": "ωB97M-V/def2-TZVPD",
  "elements": ["C", "C", "Cl", "C", "C", "C", "C", "H", "H", "H", "H", "H", "H", "H"],
  "xyz": [[-0.884, 1.624, 0.534], [-0.264, 0.324, 0.085], [-1.625, -0.852, -0.293], [0.670, -0.363, 1.092], [1.911, -0.574, 0.615], [1.912, -0.007, -0.744], [0.755, 0.585, -1.008], [-1.691, 1.963, -0.167], [-1.273, 1.575, 1.574], [-0.119, 2.428, 0.481], [0.283, -0.770, 2.019], [2.632, -1.334, 0.957], [2.744, -0.048, -1.428], [0.457, 1.139, -1.903]],
  "lumo_energy_ev": 0.3,
  "fmax_ev_per_a": 2.0,
  "charge": 0,
  "e_tot_ev": -18856.6248,
  "e_above_lowest_kcal_mol": 10.1
}